[1]
DFT (ωB97M-V with the def2-TZVPD basis set) results for a molecular structure, C25H37N4O2RuS4 in a non-equilibrium geometry.

```
! RIJCOSX wB97M-V def2-TZVPD def2/J DEFGRID3
* xyz 0 2
Ru 0.76379 -0.46446 0.26412
N -0.04476 -1.91742 2.03109
C -0.29497 -1.55905 3.43855
C -0.93827 -0.17561 3.52374
C -0.00404 0.92714 4.01710
C 1.33444 1.00879 3.29614
N 1.22747 1.22543 1.84257
H -0.91885 -2.16999 1.57641
H 0.58528 -2.70980 1.96525
H 0.66319 -1.57724 3.96031
H -0.93382 -2.30364 3.92117
H -1.82072 -0.20005 4.16664
H -1.28729 0.07068 2.52097
H 0.21396 0.77799 5.07809
H -0.52857 1.88237 3.93465
H 1.89612 0.08722 3.42213
H 1.91706 1.81209 3.75715
H 2.16201 1.30827 1.44832
H 0.75588 2.10335 1.64211
O -1.97663 -2.04132 -0.23456
C -1.59678 -3.24701 -0.84424
C -0.11307 -3.58922 -0.89511
C 0.20775 -4.88868 -1.27206
C 1.52757 -5.23379 -1.48443
C 2.49934 -4.25888 -1.33802
C 2.11039 -2.99450 -0.94464
N 0.83227 -2.66518 -0.69001
H -1.54781 -1.28320 -0.67403
H -1.96443 -3.27866 -1.87849
H -2.11620 -4.03993 -0.30452
H -0.58620 -5.61047 -1.41709
H 1.79124 -6.24205 -1.77630
H 3.54364 -4.46855 -1.51915
H 2.83502 -2.20151 -0.84529
O 7.84820 -0.32440 -0.05380
C 6.65109 -0.34289 0.03440
S 5.56843 0.54549 -1.05304
C 4.06393 0.03793 -0.30219
C 4.15071 -0.79095 0.74462
S 2.79162 -1.43924 1.60960
S 5.76253 -1.26679 1.25712
S 2.58824 0.67796 -0.97967
C -2.40732 2.91927 2.74950
C -2.22306 2.84463 1.25588
C -2.72736 3.85471 0.44112
C -2.59661 3.78175 -0.94035
C -3.18788 4.84246 -1.83194
C -1.93142 2.70895 -1.50594
C -1.35309 1.68038 -0.72143
C -1.56644 1.77890 0.67215
N -0.65780 0.58335 -1.18903
C -0.60667 0.38541 -2.67787
C 0.12473 1.54077 -3.39933
C -2.02610 0.13436 -3.21908
C 0.19706 -0.85606 -3.04501
H -3.11936 3.69892 3.01595
H -1.46336 3.15723 3.24511
H -2.76757 1.97092 3.14992
H -3.24664 4.69462 0.88871
H -3.61702 5.65623 -1.24962
H -3.97577 4.42296 -2.46017
H -2.43099 5.26180 -2.49636
H -1.87001 2.69251 -2.57687
H -1.20787 0.95631 1.27016
H -0.38201 2.49738 -3.36662
H 0.25443 1.26702 -4.44630
H 1.11170 1.67062 -2.95736
H -2.72610 0.94200 -3.03207
H -2.44096 -0.76603 -2.75950
H -1.96668 -0.02680 -4.29644
H 1.16118 -0.84073 -2.55043
H 0.37058 -0.86738 -4.12151
H -0.34035 -1.76664 -2.79082
*
```

## Properties
- maximum force (hartree/bohr) = 0.04408
- energy relative to the best compared isomer or geometry (same formula, charge and spin) (kJ/mol) = 172.24
- frontier orbital gap (alpha / beta) (eV) = 6.859 / 5.218
- <S²> = 0.7729

---

[2]
DFT (ωB97M-V with the def2-TZVPD basis set) results for a molecular structure, C25H37NO4PS4SbTc in a non-equilibrium geometry.

```
! RIJCOSX wB97M-V def2-TZVPD def2/J DEFGRID3
* xyz 3 1
Tc 1.35187 1.04484 0.78608
S 2.64333 6.84849 -2.98332
Sb 2.42372 7.29129 -0.90027
S 1.11881 0.99347 2.82808
S 1.37194 3.02361 0.11785
S 2.19497 7.66605 1.19442
C -4.32534 2.64712 2.02288
C -3.37901 3.49428 1.17877
C -2.50263 2.60778 0.27146
C -2.24285 1.24696 0.93984
C -2.14445 1.40660 2.45863
C -3.54066 1.75793 3.00265
P -0.90030 0.28281 0.15538
C -1.00110 -1.51131 0.60860
C -0.25983 -1.92653 1.89092
C -0.64352 -3.35965 2.25590
C -2.12136 -3.44660 2.67461
C -2.94920 -2.32126 2.04650
C -2.47265 -2.03130 0.62768
C -0.95760 0.30923 -1.68293
C -0.70565 1.61695 -2.43532
C -0.37782 1.27036 -3.89677
C -1.25880 0.12610 -4.43267
C -2.56136 0.04651 -3.64882
C -2.29596 -0.31279 -2.17736
H -4.94578 2.03475 1.36205
H -5.01597 3.28344 2.57353
H -2.74952 4.10166 1.83418
H -3.93810 4.19148 0.55554
H -1.55586 3.11640 0.06219
H -3.00022 2.45127 -0.68688
H -3.10092 0.59240 0.74127
H -1.44452 2.21676 2.67638
H -1.76960 0.50612 2.95048
H -3.41928 2.26217 3.96163
H -4.09634 0.83992 3.20229
H -0.47965 -1.97604 -0.23597
H -0.51527 -1.26796 2.72582
H 0.81989 -1.84175 1.74544
H 0.00178 -3.71535 3.05845
H -0.44884 -4.00624 1.39474
H -2.20982 -3.40713 3.76028
H -2.52729 -4.41086 2.36825
H -2.88758 -1.41082 2.65119
H -4.00406 -2.59373 2.02579
H -3.15870 -1.35449 0.12325
H -2.49592 -2.95496 0.04457
H -0.14159 -0.38285 -1.93441
H 0.11305 2.19522 -2.00819
H -1.59774 2.24039 -2.38249
H 0.67730 0.99447 -3.97093
H -0.50867 2.16658 -4.50429
H -0.73283 -0.83030 -4.35930
H -1.46223 0.27525 -5.49164
H -3.23171 -0.69943 -4.07414
H -3.08792 1.00128 -3.71269
H -2.24949 -1.39688 -2.06568
H -3.13271 0.03978 -1.56917
O 2.14840 -2.52102 -1.04125
C 3.16371 -2.13379 -0.76306
O 2.36466 -0.08983 0.10680
C 4.53736 -1.98918 -0.54667
C 5.21036 -0.77174 -0.36375
C 6.57698 -0.80547 -0.21157
C 7.22247 -2.03378 -0.23981
C 6.57847 -3.24337 -0.42240
C 5.20841 -3.23458 -0.58194
N 8.70915 -2.04576 -0.06258
O 9.21176 -0.99255 0.24675
O 9.25710 -3.10213 -0.24633
H 4.66847 0.15934 -0.35749
H 7.15931 0.09315 -0.06778
H 7.14908 -4.16181 -0.44177
H 4.66583 -4.15894 -0.73149
*
```

## Properties
- maximum force (hartree/bohr) = 0.03143
- energy relative to the best compared isomer or geometry (same formula, charge and spin) (kJ/mol) = 0.00
- frontier orbital gap (eV) = 6.908

---

[3]
DFT (ωB97M-V with the def2-TZVPD basis set) results for a molecular structure, C25H38AlF15O12PS.

```
! RIJCOSX wB97M-V def2-TZVPD def2/J DEFGRID3
* xyz -1 1
O 4.06988 -1.09814 4.68969
C 3.95066 -0.92224 3.51480
O 3.04446 -0.10401 2.98288
C 2.95778 -0.04241 1.54864
C 1.50132 0.01158 1.04901
C 0.35942 -0.06093 2.09033
C -0.55192 -1.28527 1.84442
Al 0.00932 -2.87655 2.95401
P 1.97350 -3.80382 1.80621
S 1.75136 -5.67093 1.10577
H 4.58501 -1.42961 2.76362
H 3.51470 0.84363 1.23667
H 3.46409 -0.91565 1.12836
H 1.37014 -0.82115 0.35612
H 1.39333 0.91780 0.44896
H 0.75229 -0.07486 3.10714
H -0.22720 0.86326 2.00822
H -0.52608 -1.53666 0.77776
H -1.59290 -1.04669 2.08956
H -1.11630 -4.01506 3.06475
H 0.53026 -2.32352 4.38170
H 3.13073 -3.73129 2.61758
H 2.39798 -2.95923 0.75422
C -5.43251 -0.79150 -3.02203
C -5.59688 -0.62744 -1.52869
O -4.35274 -0.23435 -0.90323
C -4.05791 1.04812 -0.96804
O -4.69782 1.91731 -1.48679
C -2.73475 1.31997 -0.21585
F -1.80535 0.43359 -0.53323
F -2.95383 1.28291 1.09986
F -2.28550 2.54103 -0.52752
H -4.64149 -1.50907 -3.23986
H -6.36513 -1.15542 -3.45305
H -5.18021 0.15694 -3.49471
H -5.85817 -1.56875 -1.05172
H -6.36142 0.10896 -1.28409
C 6.55113 -4.75396 -3.72611
C 5.38508 -4.30275 -4.57591
O 4.26394 -3.91456 -3.75432
C 4.30604 -2.69455 -3.24863
O 5.15451 -1.86932 -3.41530
C 3.03747 -2.44226 -2.39650
F 2.77934 -3.47023 -1.60691
F 1.98928 -2.24148 -3.20979
F 3.20092 -1.35086 -1.65225
H 6.24509 -5.55948 -3.05898
H 7.35441 -5.11613 -4.36819
H 6.93449 -3.93198 -3.12319
H 5.00119 -5.11494 -5.18900
H 5.65527 -3.46997 -5.22464
C -8.49492 4.98572 0.40191
C -7.65387 3.88714 -0.20623
O -8.42676 2.67035 -0.35761
C -9.20884 2.60317 -1.41709
O -9.35071 3.41434 -2.28096
C -9.95556 1.24566 -1.42508
F -10.44559 0.95303 -0.21826
F -9.11843 0.26214 -1.78214
F -10.95967 1.27478 -2.29202
H -8.92094 4.65913 1.35073
H -7.87383 5.86303 0.58144
H -9.30919 5.26954 -0.26396
H -6.83259 3.60468 0.44744
H -7.24285 4.17112 -1.17352
C 6.61110 -2.36582 5.92363
C 6.88255 -3.59404 6.75611
O 7.99332 -4.36787 6.22332
C 9.19893 -3.95778 6.54765
O 9.50956 -3.03594 7.24198
C 10.25503 -4.90332 5.92251
F 9.98378 -5.17918 4.64581
F 10.28443 -6.06007 6.60100
F 11.46538 -4.35700 5.98409
H 6.42605 -2.64307 4.88694
H 5.72663 -1.85255 6.29603
H 7.45780 -1.67951 5.95776
H 6.04197 -4.28293 6.73182
H 7.10171 -3.34626 7.79406
C -1.86542 4.71822 -2.70639
C -2.27438 6.17053 -2.73007
O -2.04267 6.77215 -4.02981
C -2.96992 6.55988 -4.94298
O -3.98727 5.94616 -4.83132
C -2.58446 7.29058 -6.25300
F -1.30132 7.10060 -6.56727
F -2.78590 8.60877 -6.10814
F -3.33232 6.86344 -7.26250
H -0.82378 4.61146 -3.01136
H -1.97688 4.32162 -1.70131
H -2.48415 4.12374 -3.37790
H -1.66889 6.76609 -2.05075
H -3.32341 6.30016 -2.46633
*
```

## Properties
- maximum force (hartree/bohr) = 0.01360
- energy relative to the best compared isomer or geometry (same formula, charge and spin) (kJ/mol) = 0.00
- frontier orbital gap (eV) = 6.050

---

Repeat the first record exactly.
DFT (ωB97M-V with the def2-TZVPD basis set) results for a molecular structure, C25H37N4O2RuS4 in a non-equilibrium geometry.

```
! RIJCOSX wB97M-V def2-TZVPD def2/J DEFGRID3
* xyz 0 2
Ru 0.76379 -0.46446 0.26412
N -0.04476 -1.91742 2.03109
C -0.29497 -1.55905 3.43855
C -0.93827 -0.17561 3.52374
C -0.00404 0.92714 4.01710
C 1.33444 1.00879 3.29614
N 1.22747 1.22543 1.84257
H -0.91885 -2.16999 1.57641
H 0.58528 -2.70980 1.96525
H 0.66319 -1.57724 3.96031
H -0.93382 -2.30364 3.92117
H -1.82072 -0.20005 4.16664
H -1.28729 0.07068 2.52097
H 0.21396 0.77799 5.07809
H -0.52857 1.88237 3.93465
H 1.89612 0.08722 3.42213
H 1.91706 1.81209 3.75715
H 2.16201 1.30827 1.44832
H 0.75588 2.10335 1.64211
O -1.97663 -2.04132 -0.23456
C -1.59678 -3.24701 -0.84424
C -0.11307 -3.58922 -0.89511
C 0.20775 -4.88868 -1.27206
C 1.52757 -5.23379 -1.48443
C 2.49934 -4.25888 -1.33802
C 2.11039 -2.99450 -0.94464
N 0.83227 -2.66518 -0.69001
H -1.54781 -1.28320 -0.67403
H -1.96443 -3.27866 -1.87849
H -2.11620 -4.03993 -0.30452
H -0.58620 -5.61047 -1.41709
H 1.79124 -6.24205 -1.77630
H 3.54364 -4.46855 -1.51915
H 2.83502 -2.20151 -0.84529
O 7.84820 -0.32440 -0.05380
C 6.65109 -0.34289 0.03440
S 5.56843 0.54549 -1.05304
C 4.06393 0.03793 -0.30219
C 4.15071 -0.79095 0.74462
S 2.79162 -1.43924 1.60960
S 5.76253 -1.26679 1.25712
S 2.58824 0.67796 -0.97967
C -2.40732 2.91927 2.74950
C -2.22306 2.84463 1.25588
C -2.72736 3.85471 0.44112
C -2.59661 3.78175 -0.94035
C -3.18788 4.84246 -1.83194
C -1.93142 2.70895 -1.50594
C -1.35309 1.68038 -0.72143
C -1.56644 1.77890 0.67215
N -0.65780 0.58335 -1.18903
C -0.60667 0.38541 -2.67787
C 0.12473 1.54077 -3.39933
C -2.02610 0.13436 -3.21908
C 0.19706 -0.85606 -3.04501
H -3.11936 3.69892 3.01595
H -1.46336 3.15723 3.24511
H -2.76757 1.97092 3.14992
H -3.24664 4.69462 0.88871
H -3.61702 5.65623 -1.24962
H -3.97577 4.42296 -2.46017
H -2.43099 5.26180 -2.49636
H -1.87001 2.69251 -2.57687
H -1.20787 0.95631 1.27016
H -0.38201 2.49738 -3.36662
H 0.25443 1.26702 -4.44630
H 1.11170 1.67062 -2.95736
H -2.72610 0.94200 -3.03207
H -2.44096 -0.76603 -2.75950
H -1.96668 -0.02680 -4.29644
H 1.16118 -0.84073 -2.55043
H 0.37058 -0.86738 -4.12151
H -0.34035 -1.76664 -2.79082
*
```

## Properties
- maximum force (hartree/bohr) = 0.04408
- energy relative to the best compared isomer or geometry (same formula, charge and spin) (kJ/mol) = 172.24
- frontier orbital gap (alpha / beta) (eV) = 6.859 / 5.218
- <S²> = 0.7729

---

Look up the maximum force of the first one. 0.04408 hartree/bohr

---

What is the energy relative to the best compared isomer or geometry (same formula, charge and spin) in the second record? 0.00 kJ/mol

---

The highest energy relative to the best compared isomer or geometry (same formula, charge and spin) belongs to which entry? C25H37N4O2RuS4